Computed, not measured: a single C4HClN2 molecule, with ωB97M-V/def2-TZVPD.

Computed properties:
- Frontier orbital gap: 9.0 eV
- Lowest unoccupied orbital energy: -0.7 eV
- Charge: 0
- DFT total energy: -722.5611 Eh
- 2S+1: 1

```
8
Properties=species:S:1:pos:R:3:forces:R:3
C 0.4320 1.2826 -0.5992 -1.26 1.87 1.35
C -0.5847 -1.2213 1.0048 -1.26 1.28 0.76
C 0.8247 -1.0678 -1.2283 0.04 -0.56 -0.29
C -0.6076 0.0095 0.9071 0.47 -1.04 0.04
N 0.7029 0.0980 -1.1681 1.38 0.36 -1.54
N -0.2872 1.2382 0.4830 0.29 -0.18 -0.19
Cl -1.1889 -2.6578 1.5751 0.44 0.17 -0.22
H 0.7087 2.3187 -0.9744 -0.09 -1.90 0.08
```
Forces are in eV/Å.

What are the Löwdin partial charges on each atom? They are as follows, in elementary charge units: -0.1933 -0.6043 0.1092 -0.1912 -0.0328 0.0804 0.6836 0.1483

=====

Computed, not measured: a single C5H7N3O2S molecule, with ωB97M-V/def2-TZVPD.

Computed properties:
- Frontier orbital gap: 8.9 eV
- Lowest unoccupied orbital energy: 0.3 eV
- Charge: 0
- DFT total energy: -907.6262 Eh
- 2S+1: 1

```
18
Properties=species:S:1:pos:R:3:forces:R:3
C -2.5831 -1.0526 0.7726 -0.50 0.46 -0.17
C -2.5041 -0.1500 -0.4582 -0.34 -1.38 -2.06
S -1.5497 1.3501 -0.3197 -0.12 0.25 0.12
C 0.0288 0.6922 -0.4179 2.48 -2.27 0.28
N 0.2669 -0.6000 -0.6190 1.96 1.68 0.11
N 1.6757 -1.0958 -0.6079 0.41 2.77 2.18
C 2.5937 -0.2276 -0.0954 -1.28 -2.94 -2.55
O 3.9080 -0.5275 0.0835 -0.54 -2.59 0.06
N 2.3934 1.0775 0.0625 0.26 1.83 0.80
C 1.1437 1.6668 -0.0684 -0.32 -2.16 -0.36
O 0.9995 2.8191 0.1458 -0.51 2.21 0.21
H -1.5578 -1.4111 1.0414 -1.15 0.26 0.11
H -3.0658 -0.3493 1.4718 0.57 -0.82 0.68
H -3.3194 -1.8957 0.6043 1.06 0.80 0.08
H -2.1529 -0.7521 -1.3649 -0.43 1.03 1.08
H -3.4922 0.2789 -0.6929 0.16 -0.45 0.01
H 4.0546 -1.5430 0.0823 -0.68 2.41 -0.16
H 3.1607 1.7202 0.3800 -1.05 -1.08 -0.40
```
Forces are in eV/Å.

What are the Löwdin partial charges on each atom? They are as follows, in elementary charge units: -0.1609 -0.5867 0.9968 -0.5372 0.0330 0.0753 -0.4449 0.0640 0.1831 -0.4771 0.0969 0.0722 0.0647 0.0890 0.0948 0.0633 0.1715 0.2023

=====

Computed, not measured: C8H24BrMnNO7 as an isolated structure, with ωB97M-V/def2-TZVPD.

Computed properties:
- Frontier orbital gap (alpha / beta): 8.5 / 2.7 eV
- Lowest unoccupied orbital energy (alpha / beta): -2.8 / -8.6 eV
- Charge: +1
- DFT total energy: -4625.2520 Eh
- 2S+1: 7

```
42
Properties=species:S:1:pos:R:3:forces:R:3
Mn 0.0805 -0.1711 0.5851 -2.19 0.71 -1.77
Br 1.4376 -0.3497 2.7681 0.37 -0.14 0.82
N -2.1480 0.4831 -1.8789 -1.35 2.63 -0.95
O -1.1935 0.2510 -1.1369 3.94 -0.66 2.69
O -2.3585 1.6177 -2.2729 0.56 1.38 -0.09
O -2.8741 -0.3968 -2.1699 -2.28 -3.72 -0.88
C 3.9810 -1.3176 -0.3702 1.47 0.06 0.47
C 3.0665 -0.1299 -0.5533 0.52 -0.27 0.03
O 1.7337 -0.6225 -0.5132 -0.06 -0.32 -0.71
H 3.7372 -2.2093 -0.9476 -0.60 0.09 -0.01
H 4.1103 -1.5840 0.6788 -0.34 -0.21 0.04
H 5.0014 -1.1288 -0.7037 0.04 0.47 -0.05
H 3.2400 0.3302 -1.5261 -0.04 0.34 0.16
H 3.0760 0.5946 0.2610 0.61 0.15 -0.22
H 1.7160 -1.2555 -1.2347 -0.79 -0.34 -0.11
C -3.9675 1.0206 1.9777 -0.56 0.47 0.39
C -2.4723 1.2331 2.1238 -1.13 2.61 -1.00
O -1.7291 0.1283 1.7697 1.16 -2.15 0.49
H -4.4040 2.0188 1.9420 -0.18 0.02 0.39
H -4.3664 0.4848 2.8391 -0.04 0.12 0.19
H -4.4170 0.5414 1.1080 0.91 -0.19 -0.41
H -2.2617 1.6485 3.1093 0.14 -0.55 0.37
H -2.1147 2.0035 1.4407 -0.31 0.22 -0.20
H -2.2788 -0.6228 2.0048 0.22 -0.64 -0.13
C 0.0365 3.9046 -1.0981 -0.92 -0.58 -0.92
C 1.0543 2.9089 -0.6270 0.55 1.02 -0.73
O 0.5783 2.0658 0.4477 0.25 -0.50 -0.16
H 0.4947 4.6886 -1.7010 0.26 0.49 0.79
H -0.5905 4.2040 -0.2582 0.08 0.64 -0.22
H -0.5996 3.4663 -1.8670 -0.45 -0.42 0.44
H 1.9129 3.4890 -0.2887 0.27 -0.38 0.39
H 1.3767 2.3556 -1.5090 -0.04 -0.74 0.51
H 0.5727 2.6159 1.2344 -0.05 0.06 0.16
C 0.6541 -3.9387 -0.9712 -1.07 -1.15 0.83
C -0.1695 -3.6210 0.3154 1.40 -0.84 -2.04
O -0.5442 -2.2906 0.0383 -0.81 1.30 1.42
H 0.0703 -3.6698 -1.8515 -0.07 0.43 0.02
H 0.7049 -5.0206 -1.0942 1.02 -0.03 0.13
H 1.5812 -3.3662 -0.9419 0.15 -0.59 -0.13
H 0.4554 -3.7084 1.2041 -0.25 0.28 0.05
H -1.0459 -4.2660 0.3784 0.03 0.04 0.26
H -1.1365 -2.3849 -0.7112 -0.40 0.87 -0.33
```
Forces are in eV/Å.

What are the Löwdin partial charges on each atom? They are as follows, in elementary charge units: 0.6766 0.5606 -0.6497 -0.1240 0.0286 0.0568 -0.0544 -0.2561 -0.1943 0.0819 0.0813 0.0909 0.1330 0.1085 0.1027 -0.0496 -0.3026 -0.1434 0.0917 0.0838 0.0923 0.1257 0.1139 0.1199 -0.0666 -0.2692 -0.1566 0.0911 0.0877 0.0655 0.1190 0.1207 0.1014 -0.0466 -0.2323 -0.1619 0.0869 0.0865 0.0531 0.1201 0.1255 0.1017